<i>
Here is a 2-piece molecular cluster, C3H7NO3 overall from the OMol25 dataset. Energies are from the ωB97M-V functional and the def2-TZVPD basis.

Last column: Löwdin charge in e.
Element x y z (Å)
C  1.8548  -0.6871  0.7251  -0.05
C  1.5889  -0.8310  -0.5900  -0.08
C  -0.3724  1.0989  -0.6991  -0.55
N  -2.1621  0.1771  0.7461  0.00
O  -0.9546  0.9426  0.7518  -0.12
O  -0.9526  0.2055  -1.4740  0.10
O  0.1324  2.1350  -0.9677  0.16
H  -1.6102  -0.2907  -0.9161  0.11
H  -2.2517  -0.2343  1.6736  0.10
H  -2.9588  0.8035  0.6434  0.10
H  1.9874  -1.5738  1.3313  0.05
H  2.4997  0.1028  1.0787  0.05
H  1.7947  -0.0396  -1.2932  0.06
H  1.4045  -1.8089  -1.0100  0.06

Results
SMILES: NOC(=O)O.C=C
Kohn-Sham gap: 10.7320 eV
HOMO level: -10.01 eV
net charge: 0
2S+1: 1

<ii>
Here is one molecule with the formula C3H7NO3 from the OMol25 dataset. Energies are from the ωB97M-V functional and the def2-TZVPD basis.

Last column: Löwdin charge in e.
Element x y z (Å)
C  -1.4685  -0.3689  1.9251  -0.06
C  0.4940  -0.4920  -0.2403  -0.46
C  1.3551  0.2949  -1.2241  -0.15
H  -1.8329  0.6863  2.2541  0.11
H  -2.3794  -1.1367  2.0441  0.13
H  -0.4647  -0.7505  2.1962  0.08
H  -0.7076  1.0326  -0.6264  0.10
H  1.2046  -0.2031  -2.2433  0.15
H  2.3855  -0.0870  -1.1127  0.12
H  1.7725  2.0974  -0.3760  0.16
N  -0.5081  0.4199  0.0869  0.02
O  -1.7117  -0.2665  0.4469  -0.18
O  0.6676  -1.6542  0.0711  0.10
O  1.2061  1.7730  -1.2067  -0.11

Results
SMILES: CONC(=O)CO
Kohn-Sham gap: 10.1774 eV
HOMO level: -9.63 eV
net charge: 0
2S+1: 1

Which one sits at the bottom of the stability order? <ii> does.

<i>
Here is C2HBr2NO as an isolated structure from the OMol25 dataset. Energies are from the ωB97M-V functional and the def2-TZVPD basis.

Last column: Löwdin charge in e.
Element x y z (Å)
C  -0.5851  -0.1565  0.7887  -0.73
C  0.7552  0.2108  0.1803  -0.93
N  -1.2028  -0.1285  -0.4007  0.17
O  -0.9662  -0.1466  1.9570  0.07
Br  1.6785  -1.1251  -0.7232  0.75
Br  1.1452  1.9534  -0.6311  0.65
H  -0.8248  -0.6075  -1.1711  0.02

Results
Kohn-Sham gap (spin up / spin down): 8.2245 / 8.2461 eV
HOMO level (spin up / spin down): -10.08 / -10.10 eV
net charge: 0
2S+1: 1

<ii>
Here is C2HBr2NO as an isolated structure from the OMol25 dataset. Energies are from the ωB97M-V functional and the def2-TZVPD basis.

Last column: Löwdin charge in e.
Element x y z (Å)
C  0.7613  -1.1715  0.9344  -0.44
C  -0.0126  1.3719  -0.3121  -1.04
N  -0.0274  -1.0918  0.0702  0.18
O  1.4654  -1.0472  1.8395  0.17
Br  -0.0091  1.1713  -2.1293  0.61
Br  -1.7266  1.9327  0.3792  0.50
H  -0.4510  -1.1654  -0.7818  0.02

Results
Kohn-Sham gap: 8.0341 eV
HOMO level: -9.31 eV
net charge: 0
2S+1: 1

Which one sits at the bottom of the stability order? <i> does.

<i>
Here is one molecule with the formula C4H4ClNOS from the OMol25 dataset. Energies are from the ωB97M-V functional and the def2-TZVPD basis.

Last column: Löwdin charge in e.
Element x y z (Å)
C  1.1017  1.2643  -0.2890  -0.24
C  0.2708  -2.2469  0.0504  -0.57
C  -0.1324  0.5901  -0.1750  -0.41
C  3.0340  0.3835  0.9036  -0.58
N  2.2418  0.8939  0.1721  -0.06
O  0.8136  -1.9562  1.0997  -0.05
S  -0.2812  -1.0495  -1.1998  0.85
Cl  4.1789  -0.6652  0.2814  0.63
H  1.1345  2.3453  -0.5437  0.13
H  0.1464  -3.2873  -0.2947  0.08
H  -0.3764  0.2057  0.8486  0.09
H  -1.1168  1.2037  -0.5037  0.13

Results
Kohn-Sham gap (spin up / spin down): 8.2034 / 8.2050 eV
HOMO level (spin up / spin down): -8.29 / -8.29 eV
net charge: 0
2S+1: 1

<ii>
Here is one molecule with the formula C4H4ClNOS from the OMol25 dataset. Energies are from the ωB97M-V functional and the def2-TZVPD basis.

Last column: Löwdin charge in e.
Element x y z (Å)
C  -0.1134  1.4155  0.1930  -0.20
C  0.7717  -2.0673  0.2216  -0.61
C  1.1051  0.6110  -0.0737  -0.51
C  -2.3153  0.7623  -0.5924  -0.68
N  -1.3460  1.1085  0.0602  -0.02
O  0.1846  -1.9572  -0.8130  -0.04
S  1.5012  -0.6773  1.0316  0.94
Cl  -3.5647  -0.1585  -0.2532  0.72
H  -0.0363  2.3636  0.6394  0.10
H  0.8786  -3.1128  0.8151  0.13
H  1.0619  0.3326  -1.1037  0.08
H  1.8725  1.3797  -0.1247  0.08

Results
Kohn-Sham gap (spin up / spin down): 8.1359 / 8.1367 eV
HOMO level (spin up / spin down): -7.73 / -7.73 eV
net charge: 0
2S+1: 1

Which one sits at the bottom of the stability order? <ii> does.

<i>
Here is one molecule with the formula C4H4ClNOS from the OMol25 dataset. Energies are from the ωB97M-V functional and the def2-TZVPD basis.

Last column: Löwdin charge in e.
Element x y z (Å)
C  -1.3811  -0.0285  0.9895  -0.18
C  -0.9789  0.4866  -0.3958  -0.80
C  0.4619  0.3795  -0.5550  -0.25
C  1.3058  0.1465  0.4441  -0.55
H  -1.0901  -3.0356  0.9989  0.12
H  -1.7112  0.6501  1.8222  0.13
H  0.7975  0.2840  -1.6041  0.12
H  1.1091  -0.1539  1.5042  0.09
N  -1.2643  -1.2253  1.4824  -0.02
O  -0.8837  -2.1824  0.5485  -0.06
S  -1.9257  1.0791  -1.5396  0.78
Cl  3.0105  0.3013  0.2500  0.64

Results
SMILES: O/N=C\C(=S)/C=C/Cl
Kohn-Sham gap: 8.0545 eV
HOMO level: -9.12 eV
net charge: 0
2S+1: 1

<ii>
Here is one molecule with the formula C4H4ClNOS from the OMol25 dataset. Energies are from the ωB97M-V functional and the def2-TZVPD basis.

Last column: Löwdin charge in e.
Element x y z (Å)
C  0.5090  0.6274  0.9897  -0.14
C  -0.3494  1.0941  -0.3244  -0.78
C  -0.3954  0.2401  -1.3077  -0.26
C  0.3903  -0.8622  -1.2967  -0.44
H  -0.9796  -1.5371  2.6448  0.16
H  1.3338  1.3862  1.2231  0.13
H  -0.7009  0.5054  -2.2567  0.09
H  0.8839  -1.0327  -0.4158  0.02
N  0.0945  -0.1973  1.9304  -0.06
O  -1.0368  -0.9839  1.7594  -0.08
S  -0.8727  2.6565  -0.4141  0.74
Cl  1.1234  -1.8966  -2.5319  0.63

Results
SMILES: O/N=C\C(=S)/C=C/Cl
Kohn-Sham gap: 7.5226 eV
HOMO level: -8.88 eV
net charge: 0
2S+1: 1

Which one sits at the bottom of the stability order? <ii> does.

<i>
Here is one molecule with the formula C6H7NS from the OMol25 dataset. Energies are from the ωB97M-V functional and the def2-TZVPD basis.

Last column: Löwdin charge in e.
Element x y z (Å)
C  3.5675  -0.5958  0.0918  -0.78
C  1.2511  -0.5495  -0.2698  -0.05
C  -0.0487  -0.4772  -0.1727  -0.09
C  -1.3287  -1.1211  0.1830  -0.09
C  -1.5197  0.2065  -0.4627  -0.25
C  -1.9134  1.4646  0.2077  -0.10
N  2.3934  -0.8205  -0.4869  0.04
S  4.4116  0.7747  0.2691  0.63
H  4.0492  -1.5895  0.3169  0.08
H  -1.5625  -1.8189  -0.6239  0.12
H  -1.5609  -1.2481  1.1989  0.10
H  -1.7700  0.4284  -1.5128  0.13
H  -1.1779  1.6605  1.0518  0.10
H  -2.8833  1.4000  0.7320  0.08
H  -1.9075  2.2859  -0.5223  0.08

Results
SMILES: C[C@@H]1CC1=C=NC=S
Kohn-Sham gap: 8.4694 eV
HOMO level: -8.49 eV
net charge: 0
2S+1: 1

<ii>
Here is one molecule with the formula C6H7NS from the OMol25 dataset. Energies are from the ωB97M-V functional and the def2-TZVPD basis.

Last column: Löwdin charge in e.
Element x y z (Å)
C  1.1179  0.4290  0.0507  -0.78
C  0.7926  1.7827  -0.0312  -0.12
C  -0.6341  1.9005  -0.0578  -0.07
C  -0.1721  -0.3080  0.0454  -0.45
C  -0.1513  -1.6037  -0.7552  -0.02
C  -0.2037  -1.5085  0.7067  -0.11
H  1.7057  2.5228  -0.0513  0.13
H  -1.1904  2.7613  0.1164  0.10
H  -1.9692  0.5151  0.3679  0.13
H  -1.0792  -2.0187  -1.1107  0.11
H  0.6877  -1.7996  -1.3524  0.08
H  -1.1168  -1.7584  1.2254  0.13
H  0.7380  -1.6631  1.1425  0.09
N  -1.2133  0.7191  -0.2404  0.09
S  2.6881  0.0294  -0.0560  0.69

Results
SMILES: S=C1C=CNC12CC2
Kohn-Sham gap: 7.9143 eV
HOMO level: -7.93 eV
net charge: 0
2S+1: 1

Which one sits at the bottom of the stability order? <i> does.

<i>
Here is one molecule with the formula C6H7NS from the OMol25 dataset. Energies are from the ωB97M-V functional and the def2-TZVPD basis.

Last column: Löwdin charge in e.
Element x y z (Å)
C  2.2235  -0.4849  -0.7199  -0.20
C  -2.0240  -1.1034  -0.0523  -0.55
C  -2.2442  -1.9647  0.7728  0.05
C  0.3574  0.7362  0.4212  -0.26
C  -0.9871  1.4192  0.2091  -0.46
C  1.0172  0.0160  -0.8216  -0.13
N  3.3819  -0.8755  -0.5787  0.14
S  -2.0372  0.3664  -0.9068  0.84
H  -2.4883  -2.8099  1.3629  0.02
H  4.1382  -0.3078  -0.8532  0.05
H  0.8583  1.4613  1.0567  0.10
H  -0.0276  -0.1836  1.1279  0.13
H  -1.6584  1.5411  1.0766  0.08
H  -0.8804  2.3671  -0.3252  0.07
H  0.3706  -0.1776  -1.7697  0.11

Results
SMILES: C#CSCCC=C=N
Kohn-Sham gap: 9.3915 eV
HOMO level: -8.63 eV
net charge: 0
2S+1: 1

<ii>
Here is one molecule with the formula C6H7NS from the OMol25 dataset. Energies are from the ωB97M-V functional and the def2-TZVPD basis.

Last column: Löwdin charge in e.
Element x y z (Å)
C  0.1763  1.6569  1.8271  -0.37
C  0.1187  -0.8120  1.5199  0.07
C  1.0929  1.8937  -0.8431  -0.37
C  0.5208  0.4861  -0.9772  -0.26
C  -0.4374  -0.4564  -0.0701  -0.29
C  -0.6285  -1.7877  -0.7157  -0.10
N  0.3280  0.3990  1.8322  -0.07
S  1.2147  2.6356  0.6394  0.89
H  -0.5551  2.2935  2.1896  0.04
H  0.0523  0.2032  -1.9365  0.11
H  1.3687  -0.1388  -0.8472  0.10
H  -1.2510  0.1644  0.0796  0.09
H  0.2237  -2.2461  -1.0217  0.06
H  -1.2158  -1.6992  -1.5167  0.04
H  -1.0084  -2.5922  -0.1596  0.07

Results
Kohn-Sham gap: 8.2237 eV
HOMO level: -8.42 eV
net charge: 0
2S+1: 1

<iii>
Here is one molecule with the formula C6H7NS from the OMol25 dataset. Energies are from the ωB97M-V functional and the def2-TZVPD basis.

Last column: Löwdin charge in e.
Element x y z (Å)
C  1.7905  0.7789  -0.0439  -0.02
C  0.9312  1.9153  0.1132  -0.05
C  1.1824  -0.4912  0.0210  0.00
C  -0.4191  1.6860  0.0146  -0.11
C  -0.2232  -0.6849  0.0776  -0.32
C  -0.8715  -1.9963  0.0379  -0.07
N  -1.0269  0.4080  0.0546  -0.36
S  -2.8853  0.2366  -0.0344  0.37
H  2.7888  1.0095  -0.1825  0.08
H  1.1600  2.9843  0.0578  0.11
H  1.6251  -1.4590  -0.0057  0.10
H  -0.9395  2.6126  -0.0191  0.10
H  -0.6474  -2.5665  0.8197  0.04
H  -1.9479  -1.9472  0.0635  -0.01
H  -0.5172  -2.4861  -0.9742  0.15

Results
SMILES: Cc1cccc[n+]1[S-]
Kohn-Sham gap (spin up / spin down): 7.4496 / 7.4503 eV
HOMO level (spin up / spin down): -7.62 / -7.62 eV
net charge: 0
2S+1: 1

Which one sits at the bottom of the stability order? <ii> does.

<i>
Here is one molecule with the formula C4H3O2P from the OMol25 dataset. Energies are from the ωB97M-V functional and the def2-TZVPD basis.

Last column: Löwdin charge in e.
Element x y z (Å)
C  -0.9716  0.1366  -0.1917  -0.23
C  -0.2550  1.0642  0.6069  -0.14
C  -0.4827  -0.9979  -0.7274  -0.34
C  0.8521  0.7957  1.2039  -0.18
O  1.7814  0.4550  1.8774  0.17
O  2.0544  -0.4454  -1.3594  -0.46
P  1.2837  -1.5145  -0.8461  0.78
H  -2.1216  0.3811  -0.2970  0.14
H  -0.9050  1.9822  0.8585  0.16
H  -1.2357  -1.8568  -1.1250  0.10

Results
SMILES: O=C=C/C=C\P=O
Kohn-Sham gap: 8.1960 eV
HOMO level: -8.89 eV
net charge: 0
2S+1: 1

<ii>
Here is one molecule with the formula C4H3O2P from the OMol25 dataset. Energies are from the ωB97M-V functional and the def2-TZVPD basis.

Last column: Löwdin charge in e.
Element x y z (Å)
C  -0.0499  -0.0875  0.0109  -0.25
C  1.0221  0.0774  -0.9232  -0.11
C  -0.6926  -1.0847  0.5433  0.13
C  1.9096  -0.7187  -1.5741  -0.43
O  1.7106  -2.3571  -1.4300  -0.58
O  2.8594  -0.5643  -2.2702  0.10
P  0.7811  -3.4817  -1.0460  0.89
H  -0.4206  0.8971  0.3353  0.13
H  1.2452  1.1133  -1.1468  0.11
H  -1.3216  -1.5609  1.2417  0.01

Results
Kohn-Sham gap (spin up / spin down): 5.7547 / 5.8678 eV
HOMO level (spin up / spin down): -7.72 / -7.70 eV
net charge: 0
2S+1: 1

Which one sits at the bottom of the stability order? <ii> does.

<i>
Here is a 2-piece molecular cluster, C5H5NO overall from the OMol25 dataset. Energies are from the ωB97M-V functional and the def2-TZVPD basis.

Last column: Löwdin charge in e.
Element x y z (Å)
C  3.5255  -1.2466  -0.1318  0.22
C  2.6400  -0.4117  -0.0461  -0.06
C  -1.0293  0.3261  0.0665  -0.36
C  1.7162  0.5542  0.0817  -0.25
C  -2.5877  0.1464  -0.0236  -0.08
N  -0.1262  -0.4977  -0.0811  0.09
O  1.4256  1.6780  0.2579  0.14
H  4.3138  -1.9358  -0.0611  0.04
H  -0.9535  1.3757  0.3177  0.08
H  -2.8438  -0.7656  0.5985  0.09
H  -2.7902  -0.1575  -1.0459  0.05
H  -3.2902  0.9342  0.0673  0.04

Results
Kohn-Sham gap (spin up / spin down): 7.1773 / 7.1725 eV
HOMO level (spin up / spin down): -7.97 / -7.97 eV
net charge: 0
2S+1: 1

<ii>
Here is one molecule with the formula C5H5NO from the OMol25 dataset. Energies are from the ωB97M-V functional and the def2-TZVPD basis.

Last column: Löwdin charge in e.
Element x y z (Å)
C  0.5854  -0.2674  -0.6173  -0.20
C  0.2605  -0.9666  0.5867  -0.11
C  -0.9397  0.7042  -2.4626  -0.07
C  -0.5952  -0.5638  1.5545  -0.16
C  0.1224  0.8884  -1.0839  -0.25
N  -1.0640  -0.0587  2.5589  0.15
O  -0.8287  -0.1929  -3.2100  0.04
H  1.2662  -0.9336  -1.2645  0.14
H  0.9287  -1.8223  0.7135  0.11
H  -0.4147  1.4716  -0.2869  0.12
H  0.7233  1.6486  -1.6754  0.13
H  -1.9215  -0.4581  3.0343  0.11

Results
Kohn-Sham gap (spin up / spin down): 7.2063 / 6.9864 eV
HOMO level (spin up / spin down): -7.48 / -7.25 eV
net charge: 0
2S+1: 1

Which one sits at the bottom of the stability order? <i> does.